# 1
Here is a 8-piece molecular cluster, C36H41Cl2F4N9O4P overall from the OMol25 dataset. Energies are from ωB97M-V with the def2-TZVPD basis set.

Results
largest force on an atom	9.9	eV/Å
charge	+1
orbital gap	2.8	eV

The geometry in XYZ format:
```
97
Properties=species:S:1:pos:R:3:forces:R:3
N 6.16861 1.76798 3.93318 0.05 -0.05 -0.10
H -0.40507 4.70498 -0.57065 -1.72 -1.99 -0.48
H -3.20429 -6.52320 1.79133 -0.18 -0.02 -0.06
C -4.13855 -6.34987 1.27430 -0.01 -0.11 0.03
C -1.70304 3.14136 0.55291 -1.30 4.34 5.45
C 7.53814 1.81992 3.91829 0.06 -0.02 0.03
C -3.01912 -2.45676 4.25781 0.18 -0.34 -0.06
H -2.62439 -0.83149 1.39486 -0.14 -0.34 0.29
C 7.23814 -0.43203 -2.18301 0.15 -0.04 0.04
H 1.12012 -1.07257 -5.94721 -0.70 -0.98 0.86
H 4.41556 -1.96383 -1.65257 0.18 -0.01 0.01
C -4.60167 0.92093 -3.39539 -2.49 -0.84 0.18
C -5.93339 1.76762 7.55239 -0.22 -0.36 0.00
H -1.64355 -3.14298 1.45328 -0.10 0.14 0.34
N -4.72305 0.32318 6.37335 -0.04 -0.03 -0.05
C 4.65894 6.22570 3.03384 -0.05 0.01 -0.43
C -2.32248 -3.33268 3.45568 -0.06 -0.09 0.17
F -5.09727 -0.24889 -4.21149 2.21 4.23 2.96
O 0.46253 -1.48822 -5.30816 -1.02 4.59 0.17
H -4.52639 3.47587 7.21110 -0.03 -0.19 -0.03
C 7.71495 -1.64619 -1.74180 0.11 0.38 -0.16
H -6.21834 -4.22904 -0.05664 0.04 -0.18 0.08
C -5.73766 -5.13264 0.29383 -0.10 -0.03 -0.05
H -0.21937 -1.00620 -10.21440 -0.13 -0.10 0.05
C -2.67879 -1.47554 2.26229 -0.12 0.12 0.01
N 3.78439 4.35235 2.21729 -0.17 -0.08 -0.19
C -4.06151 1.52280 6.32875 0.07 0.11 0.00
O -1.91888 3.86124 1.65875 1.63 -5.40 -8.13
H 5.25130 0.27081 -2.43807 0.41 -0.40 0.09
H -3.13730 -4.17804 -9.68238 0.14 0.15 -0.02
C -2.35273 1.88986 -3.36409 0.06 2.11 -0.57
H -3.09410 -2.70281 -7.64990 0.20 0.03 -0.36
N -4.53149 -5.07937 0.94269 0.06 0.05 -0.09
C -1.17107 3.83785 -0.86305 1.32 -0.51 0.43
C -5.11043 -7.22311 0.83945 0.38 -0.01 0.17
H -6.72005 2.19048 8.16369 0.13 -0.09 -0.11
C 4.37108 5.35546 4.11229 -0.14 -0.37 0.11
H 5.09245 7.21552 3.09543 -0.08 -0.19 -0.03
N 5.86861 -0.48397 -2.16812 -0.01 0.13 -0.10
H -1.46201 -0.79962 -7.80027 -0.17 -0.49 -0.50
H -4.41468 -0.53202 5.92932 -0.14 0.34 0.23
N 1.36749 0.42806 -3.29869 0.94 4.76 5.36
C 5.76646 0.53258 4.36994 0.02 -0.07 0.03
H 8.05477 2.71454 3.59738 -0.07 -0.16 0.08
P -0.66392 -0.18933 -4.86174 -0.52 -3.80 -2.31
H 7.75477 0.46259 -2.50391 -0.05 -0.18 0.07
H -3.33043 -2.64382 5.27741 0.08 -0.05 -0.17
H 6.90659 -1.22763 5.01097 -0.01 0.18 -0.06
C -3.24509 -1.28139 3.50238 0.09 0.23 -0.36
H -4.01227 -4.23475 1.14433 -0.25 -0.29 0.04
H -3.13092 1.62217 5.78608 -0.13 0.01 0.12
C -0.77750 1.74102 -2.85922 0.62 0.89 1.81
H 1.81558 2.68011 0.64153 -0.06 0.27 -1.36
C -0.98619 -1.65820 -9.81664 0.04 0.24 0.30
H 4.33096 5.89276 0.84051 0.04 -0.03 0.19
H 3.47235 3.30170 4.05171 -0.01 0.17 0.01
N -2.12440 -2.72884 2.24125 0.01 -0.10 -0.08
C -2.48523 -3.32002 -9.58766 0.05 -0.02 -0.05
H 4.54010 5.54607 5.16416 -0.03 -0.06 -0.19
C 8.01495 0.60576 4.35950 0.12 0.34 -0.15
C -1.59634 -1.52757 -8.58911 0.07 -0.01 0.07
C -0.30131 2.70965 -1.66689 3.39 -3.03 -1.74
Cl -0.77369 1.01647 -6.61257 1.00 -0.02 1.81
H -1.29927 -3.18219 -11.42713 -0.06 0.07 0.19
H 3.43677 3.66048 1.56605 0.43 0.40 0.29
H 5.55130 2.52276 3.66323 0.30 -0.16 0.15
O 2.04224 3.05306 -0.26053 -2.64 -2.43 -2.38
H -2.02956 4.33819 -1.48379 1.56 -1.33 1.26
H -2.36273 2.11768 -4.53253 0.04 -0.84 2.45
C 6.89348 -0.20914 4.64492 -0.39 -0.08 0.00
F -5.47050 0.92935 -2.16479 3.19 0.17 -4.46
C -6.12233 -6.45260 0.21847 -0.12 0.37 -0.13
N 0.08973 0.77575 -3.51033 -0.81 2.65 1.00
C -5.86846 0.46429 7.11272 -0.08 0.03 0.09
C 6.59348 -2.46109 -1.45638 -0.42 -0.04 0.00
H 9.05784 0.33570 4.46332 -0.19 0.06 -0.02
C 3.82845 4.20747 3.57950 0.03 -0.02 0.31
C 5.46646 -1.71937 -1.73136 -0.02 -0.14 0.09
H -5.09197 -8.29897 0.95575 0.01 0.20 -0.01
C 1.25127 2.37731 -1.30597 -1.71 -0.84 -0.99
F -4.89677 2.12832 -4.19567 1.30 -4.01 2.87
N -2.50328 -2.54656 -8.45622 -0.07 -0.05 -0.01
F 3.32844 0.86396 -1.83642 -5.46 1.38 -1.30
O -3.20875 0.76549 -2.96411 -2.45 1.20 -1.91
C 4.28396 5.58217 1.87573 0.08 0.21 -0.06
Cl -1.99814 1.28799 0.49008 0.47 2.86 0.01
C -4.78985 2.43763 7.05575 0.33 -0.01 -0.24
H -6.53665 -0.37294 7.26362 0.10 0.17 0.00
H -2.83735 2.86299 -2.87006 1.55 -2.08 -0.96
H 4.71556 0.28812 4.44872 0.18 0.00 0.04
C 1.90038 1.21969 -2.19194 1.54 -0.57 0.20
H 8.75784 -1.91625 -1.63798 -0.19 0.06 -0.02
H -7.03323 -6.82099 -0.23543 0.16 0.08 0.09
H 6.60659 -3.47958 -1.09033 -0.01 0.19 -0.07
C -1.54921 -2.79251 -10.44878 -0.26 -0.29 0.02
H -1.95291 -4.33180 3.64419 -0.08 0.18 0.01
H -3.76377 -0.38911 3.82816 0.07 -0.09 -0.14
```
Forces are in eV/Å.

Atomic partial charges in e from the Mulliken method, atoms 1 to 2: 0.086 0.339

=====

# 2
Here is C36H42AsBF4N8O2S7W as an isolated structure from the OMol25 dataset. Energies are from ωB97M-V with the def2-TZVPD basis set.

Results
expectation value of S²	2.02
largest force on an atom	0.7	eV/Å
charge	-2
energy above the lowest of the compared OMol25 structures with the same formula, charge and spin	4.9	kcal/mol
spin multiplicity	3
orbital gap (alpha / beta)	6.0 / 6.2	eV

The geometry in XYZ format:
```
102
Properties=species:S:1:pos:R:3:forces:R:3
C 0.98217 -2.86008 -2.39552 0.07 -0.03 0.06
C -2.83006 -1.06018 -3.84555 -0.03 0.01 -0.05
H -4.56481 -0.72082 0.69118 0.00 0.00 0.01
H -2.44589 -0.04659 -3.90924 -0.01 -0.03 0.00
B 2.17070 -0.50464 4.66317 0.14 -0.12 -0.01
C 4.55180 -3.68224 1.28038 0.00 -0.01 -0.01
H -5.10568 3.46525 -0.00657 0.00 0.00 0.00
H 0.48787 -1.98620 2.47852 -0.04 -0.01 -0.01
O -1.55741 -4.83614 -1.31399 -0.03 -0.02 0.02
H 4.47827 -4.49864 0.55557 0.00 0.00 0.00
H 1.95633 -1.21502 -3.41101 0.03 -0.03 -0.06
C 5.71062 -2.74971 0.94241 -0.01 0.00 0.01
H -2.79488 3.01963 3.52346 0.00 0.00 0.01
N -2.22157 -0.49779 1.83023 -0.01 -0.07 -0.10
F 0.99414 -0.07801 4.02083 0.04 0.09 0.06
S 1.94642 1.20058 -1.30010 0.31 -0.26 -0.14
C -0.44870 5.32633 4.33857 0.00 -0.01 -0.01
H 4.38738 -0.58612 0.01167 -0.01 0.07 0.00
H 5.71796 -3.04386 -1.20206 0.00 0.01 0.00
H 1.91676 -0.83969 -5.95887 0.00 -0.02 -0.01
C -4.51334 2.63938 0.37221 0.01 0.02 0.00
H 0.01832 -3.02842 -4.94363 -0.01 -0.02 0.00
S 0.22552 2.10908 -4.30736 -0.01 0.00 0.00
N 1.42192 3.42313 1.78064 0.08 0.04 0.33
C 0.33095 3.82938 2.59859 -0.05 -0.04 -0.13
C -1.65215 4.62822 4.32802 0.01 0.02 0.01
C -3.51490 -1.65865 -4.89569 0.02 0.01 0.03
C -2.71338 -1.50957 2.56989 -0.03 0.00 0.05
S -1.31544 0.13877 -1.39338 0.32 0.19 0.24
C 2.15253 -1.72584 -0.53457 -0.25 -0.15 -0.08
H 0.20437 -2.14463 -0.55267 0.03 -0.18 0.00
C -1.87368 -1.43768 -1.45439 -0.13 0.01 -0.10
F 2.27025 0.07622 5.94032 -0.02 -0.03 -0.05
H 3.59984 -3.15403 1.29942 0.01 -0.01 0.01
H 0.23949 -1.08698 -3.37591 0.02 -0.02 0.01
S 2.20573 4.55573 -2.49824 0.00 0.00 -0.06
C -3.96889 -2.97440 -4.80488 -0.01 -0.03 0.00
H 0.92925 -1.89873 -6.98447 0.00 0.00 -0.01
H 5.70080 -1.90539 1.63827 -0.01 0.00 0.00
C -2.61971 -1.81827 -2.70296 0.08 0.11 0.08
N 3.33138 -1.93675 -1.12514 0.05 0.05 0.03
H -6.26915 0.49795 -1.23681 0.00 0.00 0.00
C -1.66221 -2.30321 2.94285 -0.02 0.03 -0.01
H 4.83347 -0.62469 -1.68369 0.02 -0.01 -0.02
H 2.26115 5.26003 1.19010 0.02 0.01 0.06
H -4.06782 -4.76110 -3.58759 -0.01 0.00 -0.01
C 5.71914 -2.20983 -0.48858 0.00 0.00 -0.01
C 4.58023 -1.25123 -0.82575 -0.02 -0.04 0.04
H 0.04944 -3.42654 -2.41668 0.08 0.06 -0.09
H 6.65567 -1.66930 -0.65417 0.00 0.01 0.01
H 4.68939 -4.11778 2.27079 0.00 0.00 0.00
C 3.53060 3.41570 1.16496 -0.09 0.00 0.02
C 3.09741 2.12734 1.47647 0.05 0.00 0.02
C -0.87807 3.12081 2.57394 0.14 -0.06 -0.04
C -5.02453 1.34533 0.30219 0.00 -0.03 -0.01
H -1.11668 6.98789 5.53638 0.00 0.00 0.00
C 0.95171 -2.45677 -4.88133 0.01 0.01 0.00
H -1.68106 -3.18373 3.55869 -0.01 0.00 -0.01
O -3.62650 -4.07100 -0.22486 -0.04 -0.02 -0.01
N -0.87769 -0.61099 1.68961 -0.07 0.05 0.15
C -3.24570 2.89056 0.86318 -0.01 -0.02 -0.02
N 1.81838 2.11257 1.83947 -0.48 0.07 -0.53
As 1.00576 2.82748 -2.48286 -0.15 0.00 0.20
H -4.49609 -3.41529 -5.64232 0.00 0.00 0.00
H -2.44363 4.91866 5.01160 0.00 -0.01 0.00
S 2.03196 -0.85137 0.94997 0.19 0.00 -0.09
H 1.76455 -3.18351 -5.00887 0.00 0.00 0.00
H 3.31127 -2.45653 -1.98801 0.00 0.00 0.00
S -2.50508 -3.77519 -1.07632 0.01 0.09 0.07
C -3.73908 -3.73278 -3.66278 0.01 0.04 -0.03
C 0.53926 4.88944 3.47140 -0.06 -0.01 -0.02
C -6.37184 1.06349 -0.30790 0.00 0.00 0.00
H -3.76552 -1.55510 2.79052 0.00 -0.02 -0.01
H 0.52205 7.16585 4.90399 0.00 0.00 0.00
C -3.05591 -3.12205 -2.62981 -0.05 -0.09 -0.03
C 0.99656 -1.42586 -6.00220 -0.01 0.06 0.04
C -1.85499 3.55315 3.48695 0.01 0.02 -0.01
H 1.51361 5.36341 3.47816 0.00 0.00 0.01
S -0.49833 2.94997 -0.82986 0.13 0.34 0.05
H -7.00126 0.47645 0.36453 0.00 0.00 0.00
C -4.23035 0.30855 0.76602 0.00 0.03 0.00
H 4.48551 3.70836 0.76809 -0.01 0.01 -0.01
C 2.42195 4.20865 1.35496 0.07 -0.04 0.04
H 1.77497 -3.60903 -2.53437 -0.04 -0.02 0.05
N -1.73852 -2.41544 -0.58335 -0.21 -0.10 0.09
N -1.09940 2.03778 1.74226 -0.45 0.13 0.02
N 1.07321 -2.29205 -1.05879 0.33 0.21 0.06
W 0.25415 0.97741 0.48809 0.09 -0.20 -0.23
C -0.19505 6.44952 5.30809 0.00 0.00 -0.01
F 3.29188 -0.13685 3.88128 -0.02 0.00 0.04
C -2.97304 0.57014 1.29132 0.04 0.00 0.06
H 0.17889 -0.71031 -5.89898 0.00 -0.01 0.00
H 0.21068 6.07450 6.25170 0.00 0.01 0.00
H -6.89612 1.99152 -0.53839 0.00 0.00 0.00
C -2.43343 1.85462 1.33275 0.00 -0.06 0.04
H -3.68974 -1.09537 -5.80384 0.00 -0.01 0.00
H 3.63464 1.19933 1.41981 -0.01 -0.05 -0.02
H 6.65521 -3.27746 1.11002 0.00 0.00 0.00
C -0.54030 -1.69665 2.37631 0.08 0.00 0.08
F 2.13891 -1.91857 4.78292 -0.01 0.07 -0.02
H -2.85007 3.89707 0.86574 0.00 0.00 0.00
C 1.04531 -1.81457 -3.50408 -0.10 0.05 -0.02
```
Forces are in eV/Å.

Atomic partial charges in e from the Mulliken method, atoms 1 to 2: -1.753 -0.702